{"formula": "H4N2", "method": "ωB97M-V with the def2-TZVPD basis set", "species": ["N", "N", "H", "H", "H", "H"], "positions_angstrom": [[-0.114, -0.579, 0.455], [-0.027, 0.397, -0.505], [0.357, -0.009, 1.275], [-1.102, -0.398, 0.797], [-0.121, 0.176, -1.392], [1.007, 0.412, -0.631]], "relative_energy_kj_mol": 120.4, "smiles": "NN", "e_lumo_ev": 1.3, "spin_multiplicity": 1, "total_charge": 0, "e_tot_ha": -111.8193}

=====

{"formula": "C8H15NO2P2", "method": "ωB97M-V with the def2-TZVPD basis set", "species": ["C", "P", "C", "O", "C", "C", "C", "C", "C", "N", "O", "P", "C", "H", "H", "H", "H", "H", "H", "H", "H", "H", "H", "H", "H", "H", "H", "H"], "positions_angstrom": [[2.938, -2.067, 0.935], [1.903, -1.727, -0.353], [1.694, 0.101, 0.041], [0.843, 0.794, -0.653], [-0.176, 0.082, -1.379], [-1.446, -0.036, -0.467], [-2.662, -0.425, -1.375], [-1.809, 1.211, 0.313], [-1.203, -1.162, 0.580], [-2.263, -1.374, 1.468], [-0.157, -1.684, 0.778], [3.262, 0.893, -0.023], [3.083, 2.588, 0.110], [3.460, -2.976, 0.826], [3.254, -1.236, 1.479], [-0.650, 0.651, -2.207], [0.162, -0.879, -1.752], [-2.435, -0.581, -2.450], [-3.371, 0.477, -1.212], [-3.256, -1.298, -1.160], [-2.808, 1.077, 0.759], [-1.132, 1.446, 1.167], [-1.999, 2.122, -0.270], [-3.163, -1.115, 1.117], [-2.213, -1.900, 2.333], [3.947, 0.808, 1.200], [3.896, 3.096, 0.601], [2.302, 3.113, -0.406]], "relative_energy_kj_mol": 411.6, "smiles": "C=PC(OCC(C)(C)C(N)=O)=[PH]=C", "e_lumo_ev": [0.4, 0.4], "spin_multiplicity": 1, "total_charge": 0, "e_tot_ha": -1201.5540}

=====

{"formula": "C34H33BN6O2PS2Ti", "method": "ωB97M-V with the def2-TZVPD basis set", "species": ["Ti", "C", "C", "N", "N", "C", "N", "S", "C", "C", "C", "C", "C", "N", "H", "H", "H", "H", "H", "H", "H", "H", "H", "N", "C", "C", "C", "C", "C", "C", "P", "C", "C", "C", "C", "C", "C", "C", "C", "C", "C", "C", "C", "H", "H", "H", "H", "H", "H", "H", "H", "H", "H", "H", "H", "H", "H", "H", "H", "O", "C", "O", "C", "C", "C", "C", "S", "C", "C", "H", "H", "H", "H", "H", "B", "C", "N", "H", "H", "H"], "positions_angstrom": [[-1.080, -0.800, -0.280], [-4.704, -2.062, 1.320], [-3.617, -1.422, 0.514], [-2.459, -2.026, 0.275], [-2.168, -3.212, 0.860], [-1.573, -4.107, 0.109], [-1.070, -5.189, 0.787], [-1.530, -4.143, -1.603], [-3.767, -0.178, -0.145], [-4.931, 0.616, -0.122], [-5.041, 1.687, -0.969], [-4.000, 1.945, -1.887], [-2.865, 1.184, -1.820], [-2.686, 0.186, -0.932], [-4.396, -3.073, 1.575], [-4.885, -1.511, 2.246], [-5.634, -2.099, 0.749], [-0.847, -5.029, 1.757], [-0.423, -5.750, 0.264], [-5.724, 0.368, 0.571], [-5.922, 2.315, -0.957], [-4.078, 2.741, -2.615], [-2.046, 1.370, -2.503], [-0.645, -1.080, -2.397], [0.146, -0.155, -3.162], [0.300, -0.343, -4.533], [1.091, 0.510, -5.283], [1.770, 1.548, -4.659], [1.619, 1.745, -3.299], [0.782, 0.926, -2.537], [0.443, 1.277, -0.765], [2.089, 1.917, -0.257], [3.155, 1.016, -0.226], [4.429, 1.447, 0.107], [4.655, 2.780, 0.419], [3.597, 3.676, 0.410], [2.318, 3.249, 0.079], [-0.513, 2.850, -0.790], [-0.609, 3.736, -1.861], [-1.382, 4.883, -1.753], [-2.065, 5.162, -0.578], [-1.979, 4.283, 0.492], [-1.211, 3.135, 0.385], [-0.098, -1.926, -2.159], [-1.418, -1.441, -2.944], [-0.197, -1.180, -5.009], [1.197, 0.353, -6.349], [2.410, 2.206, -5.234], [2.153, 2.548, -2.804], [2.972, -0.026, -0.463], [5.247, 0.738, 0.130], [5.651, 3.119, 0.675], [3.767, 4.715, 0.664], [1.501, 3.958, 0.087], [-0.101, 3.529, -2.793], [-1.453, 5.560, -2.596], [-2.662, 6.062, -0.499], [-2.518, 4.484, 1.409], [-1.157, 2.443, 1.217], [5.246, -5.339, 4.002], [4.306, -4.401, 4.304], [4.172, -4.085, 5.456], [3.521, -3.841, 3.184], [3.625, -4.281, 1.858], [2.893, -3.684, 0.856], [2.026, -2.615, 1.133], [1.202, -1.860, -0.193], [1.898, -2.191, 2.462], [2.636, -2.795, 3.459], [5.285, -5.476, 3.052], [4.267, -5.111, 1.578], [2.972, -4.026, -0.168], [1.218, -1.381, 2.694], [2.550, -2.461, 4.484], [-0.917, 0.872, 4.081], [-0.981, 0.247, 2.658], [-1.039, -0.159, 1.574], [-0.221, 1.861, 3.980], [-2.055, 1.154, 4.386], [-0.439, 0.058, 4.836]], "e_lumo_ev": [2.2, 2.0], "spin_multiplicity": 3, "total_charge": -1, "e_tot_ha": -3806.6711}